Entry from OMol25: a 2-piece molecular cluster, C7H9NO3 overall at a distorted geometry (ωB97M-V/def2-TZVPD).

maximum force = 4.770 eV/Å
energy relative to the best compared isomer or geometry (same formula, charge and spin) = 510.5 kJ/mol
HOMO level (alpha / beta) = -7.9 / -7.6 eV
gap between HOMO and LUMO (alpha / beta) = 7.90 / 7.24 eV
DFT total energy = -15031.86034 eV

Positions of all 20 atoms, in Å:
C -2.514 -0.965 1.416
C -1.757 0.452 3.136
C 0.743 -0.145 -2.086
C 1.686 0.531 -1.139
C 0.072 -1.302 -1.326
C 1.017 1.078 0.135
C -0.637 -0.824 -0.193
N -1.674 -1.041 0.448
O -2.790 0.348 3.697
O -0.738 0.743 2.715
O 1.785 0.992 1.262
H -3.343 -0.376 1.053
H 0.092 0.616 -2.600
H 1.437 -0.580 -2.955
H 2.487 -0.168 -0.920
H 2.084 1.287 -1.752
H -0.322 -1.947 -2.019
H 0.929 -1.824 -0.917
H 0.287 1.905 0.038
H 1.154 1.219 2.006

Entry from OMol25: an isolated molecule of C5H8N2 at a distorted geometry (ωB97M-V/def2-TZVPD).

maximum force = 3.687 eV/Å
energy relative to the best compared isomer or geometry (same formula, charge and spin) = 198.0 kJ/mol
HOMO level = -7.4 eV
gap between HOMO and LUMO = 8.43 eV
SMILES = Cn1ccc(N)c1
DFT total energy = -8292.94451 eV

Positions of all 15 atoms, in Å:
C 2.217 0.375 0.063
N 0.894 -0.118 0.205
C 0.350 -1.355 0.364
C -1.015 -1.206 0.295
C -1.273 0.177 0.004
N -2.567 0.689 -0.126
C -0.045 0.836 -0.102
H 2.086 1.174 -0.885
H 2.468 1.103 0.833
H 2.903 -0.496 0.113
H 0.950 -2.242 0.542
H -1.744 -2.011 0.366
H -3.221 0.017 -0.508
H -2.597 1.561 -0.632
H 0.580 1.609 -0.702

Entry from OMol25: an isolated molecule of CBrF2NO2 at a distorted geometry (ωB97M-V/def2-TZVPD).

maximum force = 3.259 eV/Å
energy relative to the best compared isomer or geometry (same formula, charge and spin) = 114.5 kJ/mol
HOMO level = -11.2 eV
gap between HOMO and LUMO = 8.68 eV
SMILES = O=[N+]([O-])C(F)(F)Br
DFT total energy = -82094.86252 eV

Positions of all 7 atoms, in Å:
C 0.282 0.514 -0.519
N -0.336 -0.549 0.395
O -1.513 -0.556 0.562
O 0.489 -1.292 0.835
F 1.610 0.547 -0.476
F -0.208 1.695 -0.262
Br -0.491 -0.278 -2.698